1.
Below is a structure of composition C24H47AlBrClIN4O3S2, with properties calculated with ωB97M-V/def2-TZVPD.

The geometry in XYZ format:
```
84
Properties=species:S:1:pos:R:3
C 0.1872 -1.1994 5.7020
C 1.5078 -1.3071 4.9489
C 2.0139 -0.0270 4.2435
C 1.2539 1.2784 4.4640
N 0.6732 1.8944 3.2216
C -0.6417 1.3322 2.8778
C -1.2096 1.8884 1.5682
C -1.4961 0.8771 0.4464
C -0.2417 0.5438 -0.3541
C -0.1935 -0.5237 -1.5111
C 0.4822 0.2288 -2.7069
Br -0.4730 1.8337 -3.3718
C 1.1852 -0.4525 -3.8779
C 0.4449 -1.1547 -5.0030
O 0.8827 -1.4096 -1.2182
Al 0.3341 -2.5391 0.0655
C 0.8386 -4.4755 -0.1589
Cl 1.6860 -5.0931 1.3233
C 1.6979 -4.8040 -1.3685
C 3.0107 -4.0039 -1.4376
O -1.3765 -2.1310 -0.2889
C -1.4617 -1.4794 -1.5640
C -1.2804 -2.6103 -2.5904
C -1.7907 -4.0080 -2.3126
O -1.2965 -4.9583 -2.8803
I -3.4875 -4.5032 -1.0674
C -2.9353 -0.9893 -1.6018
C -3.6409 -0.2671 -2.7664
N -2.9949 -0.5057 -4.0603
N -5.0121 -0.8307 -2.8087
N -3.8199 1.1448 -2.4547
C 0.6926 3.2769 3.3368
S -0.6002 4.2673 3.4975
S 2.3687 3.8706 3.3624
C 2.2088 5.5394 2.7036
C 2.9221 5.7110 1.3523
C 2.0773 6.4459 0.2984
H -0.5530 -0.6489 5.1270
H 0.3093 -0.6494 6.6372
H -0.2027 -2.1830 5.9428
H 2.2775 -1.6614 5.6319
H 1.4008 -2.0783 4.1919
H 3.0402 0.1459 4.5631
H 2.0706 -0.2144 3.1748
H 1.9377 2.0149 4.8733
H 0.4369 1.1950 5.1785
H -0.5041 0.2527 2.8027
H -1.3446 1.5117 3.6947
H -0.5690 2.6855 1.1928
H -2.1601 2.3661 1.7998
H -1.9556 -0.0068 0.8740
H -2.2206 1.3730 -0.1948
H 0.5349 0.2612 0.3535
H 0.0786 1.4993 -0.7706
H 1.2933 0.7177 -2.1783
H 1.7423 0.3543 -4.3564
H 1.9413 -1.0999 -3.4400
H -0.3883 -0.5763 -5.3961
H 0.1060 -2.1540 -4.7707
H 1.1340 -1.2695 -5.8403
H 0.8731 -1.9683 1.4590
H -0.0695 -5.0756 -0.2189
H 1.1166 -4.6764 -2.2795
H 1.9537 -5.8664 -1.3265
H 3.8297 -4.5804 -1.0194
H 3.2500 -3.7517 -2.4681
H 2.9231 -3.0750 -0.8787
H -1.6826 -2.3765 -3.5720
H -0.2125 -2.7667 -2.7266
H -3.1678 -0.4360 -0.7055
H -3.4991 -1.9041 -1.4820
H -1.9955 -0.5723 -3.9552
H -3.1434 0.2916 -4.6634
H -5.5714 -0.2187 -3.3945
H -4.9489 -1.7034 -3.3232
H -3.0750 1.4906 -1.8764
H -3.8750 1.7067 -3.2899
H 1.1519 5.7598 2.6196
H 2.6104 6.2330 3.4383
H 3.1600 4.7223 0.9671
H 3.8731 6.2170 1.4979
H 1.0212 6.3608 0.5385
H 2.3380 7.4984 0.2392
H 2.2189 5.9953 -0.6794
```

Properties
- Orbital gap: 7.907 eV
- E: -5758.25576 hartree
- E_LUMO: 2.08 eV
- Net charge: -1

***

2.
Below is a cluster of 2 separate species, C4H12NO in total, with properties calculated with ωB97M-V/def2-TZVPD.

The geometry in XYZ format:
```
18
Properties=species:S:1:pos:R:3
C -0.2973 0.5156 2.1058
C -1.0854 0.9255 0.8440
C -0.7554 0.1838 -0.4045
C -1.4857 -0.3531 -1.4776
N 0.7421 0.5480 -0.8004
H 0.3272 1.3095 2.5348
H 0.2098 -0.4444 2.0963
H -1.0304 0.4996 2.9210
H -0.9929 2.0226 0.7595
H -2.1447 0.7314 0.9977
H -1.5474 0.1129 -2.4604
H -1.7900 -1.3930 -1.3729
H 0.7758 0.8572 -1.7664
H 1.1241 1.3366 -0.3101
H 1.3426 -0.2433 -0.5490
H 2.8062 -2.4407 -0.5694
H 1.6671 -2.3171 -1.6235
O 2.1343 -1.8511 -0.9250
```

Properties
- Orbital gap (alpha / beta): 5.670 / 6.531 eV
- 2S+1: 2
- E: -289.42509 hartree
- E_LUMO (alpha / beta): 0.43 / 0.43 eV
- Net charge: 0

***

3.
Below is an isolated molecule of C4H3ClOS, with properties calculated with ωB97M-V/def2-TZVPD.

The geometry in XYZ format:
```
10
Properties=species:S:1:pos:R:3
C 0.6316 -0.2910 -0.3642
C -0.6807 0.1417 0.0625
C 1.7400 -0.7698 0.4830
C -1.5901 1.0817 -0.2073
O 2.4295 -0.5944 1.4293
S 1.6967 -2.1513 -0.6518
Cl -2.8731 1.4841 0.7355
H 1.0729 0.1030 -1.1729
H -0.9307 -0.5672 0.8811
H -1.4961 1.5632 -1.1951
```

Properties
- Orbital gap (alpha / beta): 7.546 / 5.741 eV
- 2S+1: 3
- E: -1087.63953 hartree
- E_LUMO (alpha / beta): 0.45 / -3.43 eV
- Net charge: 0

***

Q: Number 3 is which compound?
A: C4H3ClOS